a.
The following is a DFT calculation (ωB97M-V with the def2-TZVPD basis set) of an isolated ion of composition CH2N3O2 and charge +1.

Each line ends with the Mulliken charge.
CARTESIAN COORDINATES (ANGSTROEM)
N 2.673 -1.132 0.011  0.3533
O 4.823 -1.429 -0.544  -0.3650
N 1.811 -1.305 1.009  -0.2260
H -1.195 0.033 0.153  0.2976
H 0.324 0.541 -0.432  0.2585
O 0.518 -0.957 0.915  0.0315
C -0.122 -0.107 0.245  0.0732
N 3.754 -1.445 -0.188  0.5770

Output
HOMO (spin up / spin down), eV: -14.71 / -14.71
Total charge: +1
LUMO (spin up / spin down), eV: -6.548 / -6.547
HOMO-LUMO gap (spin up / spin down), eV: 8.2 / 8.2


b.
The following is a DFT calculation (ωB97M-V with the def2-TZVPD basis set) of CH2N3O2 as an isolated structure.

Each line ends with the Mulliken charge.
CARTESIAN COORDINATES (ANGSTROEM)
O -0.921 -0.589 -3.307  -0.3583
N -0.889 -0.324 -2.175  0.5461
N 0.228 0.395 1.328  0.4385
N 1.375 0.410 1.038  -0.3347
C -0.636 -0.479 -1.009  0.3757
H 2.142 0.392 1.708  0.3218
H -0.379 0.446 2.230  0.3328
O -0.920 -0.252 0.186  -0.3219

Output
HOMO (spin up / spin down), eV: -15.16 / -14.67
Total charge: +1
LUMO (spin up / spin down), eV: -6.764 / -7.342
HOMO-LUMO gap (spin up / spin down), eV: 8.4 / 7.3


Unit: kJ/mol. Relative energies: a 94.4; b 0.0.


a.
The following is a DFT calculation (ωB97M-V with the def2-TZVPD basis set) of a 2-piece molecular cluster, C6H16O2 overall.

Each line ends with the Mulliken charge.
CARTESIAN COORDINATES (ANGSTROEM)
H 0.764 0.791 0.334  0.2695
C 0.488 -1.303 2.871  -0.7842
O 0.245 -1.871 4.160  -0.5330
C -1.455 0.462 -2.403  -1.2148
H -2.336 0.233 -1.880  0.3851
H 2.169 3.741 -2.144  0.3104
H -1.009 -2.613 1.935  0.2453
C -0.575 -1.579 1.786  -0.2803
H -0.226 -1.958 -0.160  0.4100
H 0.839 0.668 -2.166  0.2505
H -1.506 -0.098 -3.265  0.4054
H -0.311 -1.174 4.609  0.3355
H -1.441 1.650 -2.521  0.2189
H 1.180 4.534 -2.945  0.3325
C 0.068 -1.227 0.514  -0.7164
H 1.172 -1.365 0.637  0.2802
H 0.091 -1.114 -2.064  0.2620
H 0.729 -0.241 2.852  0.3459
H 1.430 -1.691 2.509  0.3810
C -0.035 0.048 -1.746  -0.3221
O 2.198 4.286 -2.927  -0.6450
C -0.091 0.114 -0.202  -0.6255
H -1.398 -0.952 2.179  0.2629
H -0.992 0.661 0.036  0.4261

Output
HOMO, eV: -10.19
Structure (SMILES): CCCCCCO.O
LUMO, eV: 0.550
HOMO-LUMO gap, eV: 10.7


b.
The following is a DFT calculation (ωB97M-V with the def2-TZVPD basis set) of a 2-piece molecular cluster, C6H16O2 overall.

Each line ends with the Mulliken charge.
CARTESIAN COORDINATES (ANGSTROEM)
H -1.628 -0.715 1.691  0.3157
C -1.523 -0.575 -0.880  -1.0414
C -0.712 -0.091 1.340  -1.2793
C 0.485 0.999 -0.688  -0.3140
C 1.768 1.355 0.068  -1.1125
H -0.905 0.468 -2.732  0.2883
H 3.569 -1.834 4.068  0.2526
C -0.130 -0.271 -0.105  0.4527
H -1.825 -1.509 -0.517  0.5165
H 2.326 0.510 0.602  0.2474
H 1.639 2.173 0.744  0.2943
O -2.836 -0.292 -2.892  -0.5916
O 3.028 -1.394 3.547  -0.5684
H -0.052 -0.202 2.244  0.2465
H -0.117 1.903 -0.546  0.3175
H 0.532 -1.105 -0.230  0.4131
H -3.282 -1.152 -2.756  0.3342
H -1.147 0.987 1.404  0.3136
H -2.235 0.160 -0.533  0.3402
H 3.013 -0.540 3.963  0.3132
H -1.194 -1.305 -2.890  0.2970
H 0.282 1.003 -1.804  0.0822
H 2.458 1.823 -0.695  0.3409
C -1.513 -0.397 -2.404  -0.4583

Output
HOMO, eV: -9.75
Structure (SMILES): CC[C@@H](C)CCO.O
LUMO, eV: 0.804
HOMO-LUMO gap, eV: 10.6


Unit: kJ/mol. Relative energies: a 22.6; b 0.0.